# 1
A cluster of 2 separate species, H2N2O4S in total, computed with wB97M-V/def2-TZVPD.

```
! RIJCOSX wB97M-V def2-TZVPD def2/J DEFGRID3
* xyz 0 1
N -0.387 1.437 0.698
N 0.797 -1.028 -1.441
O 1.333 -2.061 -1.326
O 0.560 -0.215 -2.315
O 0.528 -0.660 2.027
O -1.683 -0.742 0.882
S -0.287 -0.267 0.936
H -1.234 1.692 0.233
H 0.374 1.844 0.306
*
```

=====

# 2
A cluster of 4 separate species, CH9NO5 in total, computed with wB97M-V/def2-TZVPD.

```
! RIJCOSX wB97M-V def2-TZVPD def2/J DEFGRID3
* xyz 0 1
N -0.597 0.414 2.061
C -1.022 1.432 1.275
O -0.850 1.144 -0.034
O -1.418 2.527 1.600
H -0.137 -0.290 1.490
H -1.163 0.152 2.851
H -0.985 1.920 -0.613
H 1.157 -4.062 -1.354
H 0.165 -3.034 -0.984
O 0.520 -3.468 -1.773
H 0.444 2.914 -1.917
H -0.513 1.789 -2.469
O -0.452 2.711 -2.198
H 2.187 -1.642 1.154
H 1.386 -0.992 0.052
O 1.278 -1.513 0.859
*
```

Its SMILES is NC(=O)O.O.O.O.

=====

# 3
A cluster of 2 separate species, C5H14 in total, computed with wB97M-V/def2-TZVPD.

```
! RIJCOSX wB97M-V def2-TZVPD def2/J DEFGRID3
* xyz 0 1
C -0.518 1.541 1.633
C 0.454 0.500 1.029
C -0.964 2.624 0.695
H -0.040 1.960 2.536
H -1.380 1.005 2.057
H 1.211 1.032 0.409
H 1.069 0.088 1.813
H -1.989 2.975 0.819
H -0.819 2.378 -0.356
H 0.043 -0.291 0.420
H -0.306 3.487 0.839
C 0.258 -2.473 -2.258
C 0.722 -2.028 -0.915
H -0.111 -1.617 -2.834
H 0.913 -3.117 -2.865
H -0.626 -3.145 -2.230
H 1.297 -1.100 -0.906
H -0.241 -1.731 -0.479
H 1.240 -2.779 -0.320
*
```

Its SMILES is CCC.CC.

=====

# 4
A structure of composition C28H26N5OPmS2, computed with wB97M-V/def2-TZVPD.

```
! RIJCOSX wB97M-V def2-TZVPD def2/J DEFGRID3
* xyz 2 5
Pm -1.002 0.329 -0.633
C 0.549 -3.270 1.033
C 0.643 -1.891 1.662
C 1.884 -1.569 2.256
C 1.943 -0.480 3.087
C 0.850 0.404 3.032
C -0.284 0.072 2.322
N -0.312 -0.958 1.416
C -1.480 0.893 2.468
C -1.741 1.761 3.488
C -2.736 2.680 3.318
C -3.509 2.683 2.180
C -3.307 1.775 1.152
N -2.334 0.824 1.399
C -3.976 1.703 -0.164
C -5.043 2.505 -0.416
C -5.771 2.247 -1.649
C -5.285 1.280 -2.521
C -4.155 0.554 -2.180
C -3.808 -0.528 -3.152
N -3.420 0.777 -1.064
H 1.514 -3.751 1.246
H 0.397 -3.103 -0.066
H -0.282 -3.848 1.471
H 2.654 -2.369 2.271
H 2.807 -0.269 3.688
H 0.869 1.313 3.613
H -1.120 1.847 4.373
H -3.077 3.327 4.149
H -4.280 3.450 2.027
H -5.280 3.322 0.256
H -6.702 2.727 -1.894
H -5.807 1.104 -3.496
H -3.178 -0.090 -3.922
H -4.806 -0.965 -3.476
H -3.188 -1.265 -2.666
C 6.611 -2.091 2.453
C 5.764 -2.670 1.334
O 4.762 -3.340 1.475
S 6.301 -2.193 -0.338
C 4.719 -2.039 -1.115
C 3.974 -3.155 -1.460
C 2.624 -2.916 -1.879
C 2.010 -1.645 -1.871
C 2.839 -0.573 -1.590
C 4.156 -0.736 -1.230
C 0.604 -1.490 -2.166
C -0.639 -1.322 -2.415
H 6.667 -2.769 3.321
H 6.146 -1.169 2.820
H 7.638 -1.875 2.074
H 4.402 -4.144 -1.346
H 1.997 -3.763 -2.171
H 2.333 0.366 -1.599
H 4.768 0.107 -0.941
N -1.251 4.088 -2.264
C -0.578 3.025 -1.796
N -0.379 1.958 -2.694
S -0.037 2.943 -0.148
H -1.713 4.033 -3.158
H -1.564 4.828 -1.621
H -0.904 1.943 -3.611
H 0.521 1.379 -2.674
*
```

The expectation value of S² is 6.00.

=====

# 5
A structure of composition C3H3Br9, computed with wB97M-V/def2-TZVPD.

```
! RIJCOSX wB97M-V def2-TZVPD def2/J DEFGRID3
* xyz 0 1
C 2.913 3.777 -0.557
Br 1.566 4.139 0.918
Br 2.693 4.820 -2.261
Br 2.875 1.891 -0.824
H 3.852 4.103 -0.110
C -0.004 -0.054 -0.647
Br 0.233 -0.629 1.225
Br -0.605 1.862 -0.777
Br -1.199 -1.308 -1.599
H 0.925 -0.225 -1.190
C -2.662 -3.649 0.962
Br -4.396 -4.743 1.234
Br -0.995 -4.470 1.764
Br -2.810 -1.954 1.948
H -2.385 -3.560 -0.088
*
```

=====

# 6
A structure of composition C46H52BrCrN5O3, computed with wB97M-V/def2-TZVPD.

```
! RIJCOSX wB97M-V def2-TZVPD def2/J DEFGRID3
* xyz -2 5
Cr -1.064 1.324 0.910
O 0.093 -2.447 -2.929
C 1.339 -1.972 -3.046
C 2.103 -2.421 -4.127
C 3.390 -1.960 -4.336
C 3.950 -1.045 -3.456
C 3.197 -0.606 -2.378
C 1.892 -1.034 -2.141
C 1.170 -0.495 -0.929
O 2.222 0.819 0.483
N -0.061 -1.080 -0.795
N -0.789 -0.735 0.314
C -1.604 -1.677 0.675
C -2.569 -1.668 1.750
C -3.155 -2.896 2.082
C -4.076 -3.026 3.100
C -4.427 -1.876 3.819
C -3.876 -0.654 3.517
C -2.932 -0.492 2.464
O -2.468 0.670 2.204
H -0.257 -2.034 -2.036
H 1.644 -3.135 -4.798
H 3.958 -2.321 -5.186
H 4.958 -0.680 -3.600
H 3.637 0.101 -1.684
H -1.515 -2.610 0.112
H -2.852 -3.771 1.514
H -4.506 -3.989 3.342
H -5.139 -1.950 4.635
H -4.133 0.236 4.076
C -5.932 1.765 -2.023
C -4.696 2.126 -1.247
C -4.516 3.393 -0.683
C -3.401 3.685 0.082
C -2.443 2.689 0.272
Br 0.087 2.083 3.008
N -2.603 1.529 -0.350
C -3.686 1.202 -1.044
H -6.369 2.646 -2.498
H -6.695 1.324 -1.376
H -5.705 1.040 -2.806
H -5.282 4.147 -0.838
H -3.281 4.659 0.539
H -3.729 0.199 -1.458
C -1.729 0.956 -4.028
C -0.424 1.264 -3.287
C 0.742 1.042 -4.255
C -0.360 2.672 -2.728
C -0.712 3.703 -3.593
C -0.618 5.026 -3.210
C -0.086 5.303 -1.967
C 0.312 4.306 -1.078
C 0.991 4.855 0.170
C -0.021 5.150 1.279
C 2.221 4.092 0.652
C 0.099 2.945 -1.414
N 0.306 1.901 -0.480
C 1.397 1.044 -0.692
C 2.192 -0.604 0.504
N 1.659 -1.106 1.628
C 1.853 -2.360 2.150
C 1.533 -2.442 3.538
C 1.822 -3.589 4.251
C 2.391 -4.698 3.636
C 2.613 -4.663 2.273
C 2.323 -3.539 1.505
C 2.455 -3.675 0.006
C 3.909 -3.765 -0.455
C 1.656 -4.870 -0.520
C 0.921 -1.238 4.213
C 2.014 -0.299 4.719
C -0.056 -1.596 5.328
H -1.779 -0.112 -4.251
H -1.790 1.496 -4.976
H -2.600 1.229 -3.437
H -0.349 0.568 -2.450
H 0.678 1.757 -5.081
H 0.720 0.033 -4.669
H 1.705 1.182 -3.766
H -1.067 3.457 -4.586
H -0.912 5.825 -3.882
H 0.063 6.337 -1.669
H 1.370 5.832 -0.165
H -0.517 4.244 1.617
H -0.776 5.855 0.918
H 0.482 5.589 2.142
H 1.996 3.082 0.970
H 2.656 4.615 1.507
H 2.973 4.052 -0.141
H 2.023 1.448 -1.503
H 3.146 -1.046 0.172
H 1.593 -3.624 5.308
H 2.620 -5.589 4.209
H 2.995 -5.548 1.774
H 2.011 -2.798 -0.445
H 4.382 -4.671 -0.064
H 4.488 -2.909 -0.107
H 3.964 -3.788 -1.545
H 2.097 -5.817 -0.198
H 1.630 -4.854 -1.609
H 0.629 -4.835 -0.158
H 0.376 -0.686 3.449
H 2.630 -0.795 5.477
H 1.573 0.600 5.149
H 2.650 0.014 3.892
H 0.445 -2.018 6.204
H -0.806 -2.310 4.985
H -0.578 -0.693 5.649
*
```

The expectation value of S² is 6.09.

=====

# 7
The ion C4H7N2 with charge +1, computed with wB97M-V/def2-TZVPD.

```
! RIJCOSX wB97M-V def2-TZVPD def2/J DEFGRID3
* xyz 1 3
C 0.151 -1.311 -0.628
C 0.286 -0.831 0.755
C 0.232 1.191 -0.420
C 0.504 0.055 -1.387
N -0.546 0.879 -1.528
N -0.054 0.583 0.965
H 0.804 -2.281 -0.849
H -0.773 -1.633 -0.962
H 0.900 -1.209 1.562
H 0.818 2.191 -0.447
H -1.401 1.018 -2.068
H -1.041 0.716 1.332
H 0.581 0.970 1.696
*
```

The expectation value of S² is 2.01.

=====

# 8
A structure of composition C37H37BiN4S, computed with wB97M-V/def2-TZVPD.

```
! RIJCOSX wB97M-V def2-TZVPD def2/J DEFGRID3
* xyz 0 1
Bi -0.753 0.236 -0.316
C -0.579 3.936 -0.152
C -1.112 3.456 -1.368
C -2.403 2.915 -1.054
C -2.558 2.933 0.361
C -1.406 3.572 0.918
C -1.234 3.843 2.392
C -3.829 2.592 1.063
C -3.431 2.394 -1.986
C -0.415 3.288 -2.666
C 0.833 4.398 -0.023
H -0.132 3.945 2.680
H -1.685 2.984 2.979
H -1.733 4.794 2.716
H -4.633 2.619 0.314
H -3.993 3.420 1.729
H -3.780 1.670 1.649
H -4.291 3.142 -2.118
H -3.837 1.450 -1.645
H -2.974 2.114 -2.929
H -0.310 2.152 -2.941
H 0.557 3.784 -2.550
H -0.935 3.779 -3.497
H 0.919 5.452 -0.306
H 1.555 3.838 -0.663
H 1.182 4.259 1.056
N 0.249 -1.752 -4.353
C 0.143 -0.921 -3.285
S -1.492 -0.850 -2.581
N 1.248 -0.269 -2.970
N 1.302 0.187 -1.652
C 2.508 0.199 -1.095
C 3.687 -0.328 -1.822
C 3.930 0.040 -3.129
C 4.842 -0.584 -3.972
C 5.674 -1.509 -3.420
C 5.605 -1.765 -2.029
C 4.687 -1.166 -1.229
C 2.506 0.621 0.275
C 3.685 0.707 1.010
C 3.587 1.130 2.347
C 2.327 1.304 2.902
C 1.162 1.254 2.101
N 1.309 0.998 0.768
H -0.566 -2.291 -4.579
H 1.152 -1.858 -4.907
H 3.298 0.788 -3.580
H 4.979 -0.147 -4.949
H 6.436 -2.007 -4.027
H 6.345 -2.433 -1.580
H 4.681 -1.390 -0.177
H 4.617 0.590 0.478
H 4.446 1.312 2.953
H 2.174 1.537 3.971
H 0.126 1.570 2.395
C -4.361 -5.619 -0.106
C -3.176 -5.818 -0.840
C -2.092 -4.930 -0.792
C -2.174 -3.784 0.004
C -3.394 -3.496 0.670
C -4.471 -4.339 0.564
C -1.032 -2.864 0.100
C -0.835 -1.768 0.864
C -0.699 -1.715 2.377
C 0.484 -2.211 2.977
C 0.790 -1.924 4.272
C -0.115 -1.163 5.046
C -1.302 -0.692 4.496
C -1.594 -1.063 3.195
H -5.184 -6.335 -0.087
H -3.030 -6.661 -1.487
H -1.153 -5.166 -1.380
H -3.427 -2.578 1.276
H -5.337 -4.219 1.169
H -0.285 -3.207 -0.617
H 1.162 -2.755 2.269
H 1.785 -2.280 4.644
H 0.152 -0.743 6.009
H -1.864 0.025 5.048
H -2.518 -0.629 2.818
*
```

=====

Per-record ΔE to the lowest compared entry with this formula, charge and spin, eV: 2.7384 0.5722 0.7341 0.0000 1.1502 1.1498 2.1818 2.0280